1.
The following is a quantum chemistry calculation of C36H51N7O2PPt as an isolated structure, from the Open Molecules 2025 dataset.

Properties
Calculated total energy = -2396.89672 Eh
HOMO-LUMO gap (alpha / beta) = 0.1818 / 0.2060 Eh
LUMO (alpha / beta) = 2.35 / 2.35 eV
2S+1 = 3
Highest occupied orbital energy (alpha / beta) = -0.095 / -0.119 Eh
Strongest force on any atom = 0.7 eV/A
Total charge = -1

Each line ends with the Löwdin spin population.
CARTESIAN COORDINATES (ANGSTROEM)
Pt: 0.430 1.554 -0.230  0.8926
O: 1.683 5.162 -2.188  0.0082
C: 1.518 4.147 -1.480  0.0090
N: 0.488 3.757 -0.756  0.0997
C: -0.737 4.504 -0.904  0.0073
C: -1.911 3.611 -1.270  -0.0006
C: -3.223 3.957 -0.956  0.0001
C: -4.256 3.140 -1.374  -0.0005
C: -3.953 1.993 -2.094  0.0001
C: -2.616 1.710 -2.329  0.0001
N: -1.616 2.485 -1.918  0.0077
C: 2.645 3.134 -1.433  0.0094
C: 3.978 3.524 -1.453  -0.0010
C: 4.963 2.561 -1.358  0.0074
C: 4.588 1.224 -1.284  -0.0004
C: 3.241 0.917 -1.291  0.0142
N: 2.288 1.851 -1.346  0.0211
H: -0.635 5.248 -1.700  0.0030
H: -0.979 5.046 0.018  -0.0001
H: -3.416 4.852 -0.376  0.0001
H: -5.284 3.383 -1.128  -0.0001
H: -4.727 1.316 -2.436  0.0001
H: -2.323 0.802 -2.851  0.0001
H: 4.200 4.580 -1.534  0.0000
H: 6.010 2.842 -1.341  0.0005
H: 5.322 0.430 -1.221  -0.0002
H: 2.879 -0.102 -1.240  0.0036
C: 1.923 2.763 2.348  0.0077
C: 0.844 3.385 3.239  0.0025
C: 1.066 2.925 4.691  0.0013
C: -0.635 3.171 2.891  0.0348
C: -1.504 4.127 3.418  -0.0005
C: -2.885 4.031 3.334  0.0195
C: -3.399 2.873 2.762  0.0002
C: -2.591 1.876 2.231  0.0371
C: -3.336 0.587 1.864  0.0027
C: -2.787 -0.343 0.784  0.0105
C: -3.533 -0.237 3.151  0.0013
C: -1.166 2.057 2.177  0.0854
N: -0.375 1.175 1.491  0.6637
H: 2.906 3.092 2.708  0.0006
H: 1.813 3.069 1.307  -0.0010
H: 1.886 1.674 2.374  0.0041
H: 1.004 4.466 3.208  0.0005
H: 0.943 1.837 4.756  0.0001
H: 0.351 3.385 5.376  0.0000
H: 2.081 3.173 5.027  0.0001
H: -1.065 4.988 3.919  0.0002
H: -3.532 4.805 3.730  0.0018
H: -4.478 2.724 2.737  0.0004
H: -4.327 0.907 1.528  0.0002
H: -1.832 -0.772 1.078  0.0037
H: -2.612 0.169 -0.157  0.0005
H: -3.515 -1.150 0.619  0.0010
H: -2.563 -0.628 3.485  0.0001
H: -4.204 -1.088 2.975  0.0002
H: -3.947 0.372 3.959  0.0000
O: 0.511 -1.237 -1.191  0.0350
P: 0.594 -2.711 -1.169  0.0026
N: 0.641 -3.304 0.355  -0.0001
C: 0.730 -4.732 0.672  0.0000
C: 0.725 -4.731 2.197  0.0000
C: 1.547 -3.481 2.531  0.0000
C: 1.076 -2.451 1.501  0.0001
N: -0.685 -3.509 -1.896  0.0007
C: -0.955 -3.172 -3.328  0.0001
C: -2.480 -3.343 -3.501  0.0000
C: -2.950 -3.979 -2.187  0.0000
C: -1.979 -3.390 -1.179  0.0001
N: 1.969 -3.327 -1.908  0.0007
C: 3.209 -3.125 -1.116  0.0000
C: 4.309 -3.282 -2.154  0.0000
C: 3.722 -2.540 -3.357  0.0001
C: 2.234 -2.911 -3.319  0.0001
H: 1.660 -5.177 0.290  0.0000
H: -0.099 -5.289 0.231  0.0000
H: 1.137 -5.651 2.615  0.0000
H: -0.298 -4.609 2.564  0.0000
H: 2.612 -3.697 2.401  0.0000
H: 1.394 -3.125 3.549  0.0000
H: 1.853 -1.744 1.213  0.0009
H: 0.245 -1.860 1.879  -0.0012
H: -0.395 -3.843 -3.978  0.0000
H: -0.660 -2.146 -3.561  0.0001
H: -2.723 -3.946 -4.375  0.0000
H: -2.951 -2.367 -3.628  0.0000
H: -2.817 -5.064 -2.222  0.0000
H: -3.990 -3.760 -1.950  0.0000
H: -1.951 -3.921 -0.228  0.0000
H: -2.234 -2.343 -0.975  0.0000
H: 3.275 -3.852 -0.305  0.0000
H: 3.260 -2.122 -0.674  0.0000
H: 4.446 -4.340 -2.389  0.0000
H: 5.262 -2.872 -1.815  0.0000
H: 4.186 -2.813 -4.304  0.0000
H: 3.843 -1.464 -3.219  0.0000
H: 2.021 -3.743 -3.992  0.0000
H: 1.615 -2.064 -3.616  0.0001

***

2.
The following is a quantum chemistry calculation of a 4-piece molecular cluster, C24H21NO16S overall, from the Open Molecules 2025 dataset.

Properties
Energy relative to the best compared isomer or geometry (same formula, charge and spin) = 122.5 kcal per mole
Calculated total energy = -2583.60149 Eh
HOMO-LUMO gap = 0.2784 Eh
LUMO = -1.95 eV
Highest occupied orbital energy = -0.350 Eh
Strongest force on any atom = 9.4 eV/A
SMILES = O=C1C=C(O)C(=O)C=C1O.O=C1C=C(O)C(=O)C=C1O.O=C1C=C(O)C(=O)C=C1O.CCCOCOC(=O)ON=C=S

Each line ends with the Löwdin charge.
CARTESIAN COORDINATES (ANGSTROEM)
C: 3.705 -2.381 3.467  -0.1461
C: 3.135 -1.005 4.224  -0.2014
C: 1.505 -1.282 4.470  -0.2058
O: 0.806 -0.674 3.326  -0.1587
C: -0.189 0.322 3.764  -0.1572
O: -1.331 0.207 2.804  -0.0278
C: -1.995 -1.124 2.997  -0.2183
O: -1.991 -1.927 1.922  0.0194
O: -2.572 -1.452 4.312  -0.1020
N: -3.006 -2.723 4.377  0.0010
C: -1.894 -3.498 4.731  -0.4390
S: -0.816 -4.855 4.679  0.6536
H: 4.038 -3.161 4.296  0.0845
H: 4.596 -2.124 2.721  0.0799
H: 2.798 -2.773 2.812  0.0789
H: 3.312 -0.076 3.535  0.1121
H: 3.719 -0.865 5.238  0.1064
H: 1.254 -0.813 5.512  0.1254
H: 1.313 -2.455 4.525  0.1100
H: -0.593 0.161 4.855  0.1449
H: 0.193 1.443 3.699  0.1659
C: -0.170 -2.295 -0.710  0.0918
C: 0.153 -1.202 -1.404  -0.1885
C: 1.032 -1.278 -2.603  -0.2970
O: 1.297 -0.259 -3.231  0.1025
C: 1.559 -2.597 -2.989  0.0773
C: 1.238 -3.690 -2.293  -0.2093
C: 0.337 -3.616 -1.110  -0.2967
O: 0.046 -4.641 -0.502  0.1078
O: 1.732 -4.931 -2.648  0.0753
O: -0.318 0.044 -1.032  0.0606
H: -0.810 -2.254 0.162  0.1052
H: 2.211 -2.636 -3.852  0.1361
H: 1.355 -5.559 -1.994  0.1149
H: 0.055 0.671 -1.690  0.0980
C: -5.329 0.069 -0.056  0.0781
C: -4.157 0.072 -0.694  -0.1907
C: -4.049 0.512 -2.112  -0.2973
O: -2.955 0.523 -2.666  0.1115
C: -5.283 0.919 -2.803  0.0763
C: -6.455 0.912 -2.167  -0.2101
C: -6.559 0.498 -0.741  -0.3102
O: -7.648 0.520 -0.177  0.0990
O: -7.619 1.290 -2.811  0.0759
O: -2.998 -0.332 -0.058  0.0704
H: -5.422 -0.246 0.975  0.1363
H: -5.193 1.219 -3.840  0.1361
H: -8.330 1.200 -2.140  0.1154
H: -2.286 -0.237 -0.728  0.0752
C: 3.915 5.220 -1.721  0.0774
C: 2.920 4.434 -1.306  -0.2056
C: 2.413 3.317 -2.149  -0.2911
O: 1.510 2.600 -1.732  0.1040
C: 3.024 3.120 -3.473  0.0851
C: 4.017 3.908 -3.889  -0.2060
C: 4.542 5.008 -3.035  -0.3058
O: 5.468 5.704 -3.438  0.1061
O: 4.595 3.731 -5.133  0.0818
O: 2.323 4.630 -0.073  0.0789
H: 4.295 6.035 -1.117  0.1377
H: 2.634 2.316 -4.083  0.1361
H: 5.289 4.422 -5.200  0.1166
H: 1.634 3.934 -0.004  0.1155

***

3.
The following is a quantum chemistry calculation of C27H50GeO3RbS4 as an isolated structure, from the Open Molecules 2025 dataset.

Properties
Energy relative to the best compared isomer or geometry (same formula, charge and spin) = 0.0 kcal per mole
Calculated total energy = -4978.32913 Eh
HOMO-LUMO gap (alpha / beta) = 0.2359 / 0.2226 Eh
LUMO (alpha / beta) = -0.19 / -0.56 eV
2S+1 = 2
Highest occupied orbital energy (alpha / beta) = -0.243 / -0.243 Eh
Strongest force on any atom = 0.2 eV/A

Each line ends with the Löwdin spin population.
CARTESIAN COORDINATES (ANGSTROEM)
Rb: 0.154 0.167 0.413  0.0039
C: -2.464 -1.083 -3.212  0.0003
C: -1.321 -0.281 -3.821  0.0000
S: 0.309 -0.492 -3.066  0.0000
C: 0.616 -2.243 -3.406  0.0000
C: 1.817 -2.753 -2.617  0.0000
S: 1.559 -2.896 -0.830  0.0000
C: 0.467 -4.341 -0.782  0.0001
C: -0.382 -4.374 0.482  0.0000
S: -1.555 -3.013 0.688  0.0009
C: -2.667 -3.321 -0.707  0.0000
C: -3.606 -2.140 -0.925  -0.0004
S: -2.802 -0.620 -1.491  0.0006
H: -2.242 -2.149 -3.252  0.0000
H: -3.364 -0.917 -3.807  0.0000
H: -1.525 0.789 -3.742  0.0000
H: -1.256 -0.509 -4.887  0.0000
H: 0.805 -2.373 -4.474  0.0000
H: -0.270 -2.827 -3.151  0.0000
H: 2.669 -2.080 -2.735  0.0000
H: 2.127 -3.724 -3.006  0.0000
H: 1.072 -5.250 -0.823  0.0000
H: -0.168 -4.336 -1.668  0.0000
H: 0.254 -4.330 1.368  0.0000
H: -0.922 -5.322 0.530  0.0000
H: -3.254 -4.220 -0.507  0.0000
H: -2.080 -3.498 -1.609  0.0000
H: -4.116 -1.883 0.005  -0.0004
H: -4.383 -2.414 -1.640  0.0000
C: 4.889 2.343 -0.076  0.0000
C: 3.934 1.155 -0.180  0.0000
C: 4.506 -0.036 0.590  0.0000
C: 3.761 0.777 -1.651  0.0000
O: 2.644 1.455 0.309  0.0001
Ge: 2.214 2.649 1.702  0.0000
O: 1.388 1.236 2.711  0.0005
C: 1.707 0.973 4.059  0.0000
C: 1.297 2.156 4.941  0.0000
C: 3.201 0.689 4.229  0.0000
C: 0.919 -0.268 4.474  -0.0005
O: 0.605 2.964 0.777  0.0002
C: -0.336 3.975 1.079  0.0001
C: -0.885 4.480 -0.255  0.0001
C: -1.464 3.365 1.906  0.0027
C: 0.286 5.142 1.845  0.0001
H: 5.845 2.106 -0.548  0.0000
H: 4.461 3.215 -0.573  0.0000
H: 5.079 2.609 0.965  0.0000
H: 5.480 -0.337 0.196  0.0000
H: 4.624 0.222 1.643  0.0000
H: 3.827 -0.891 0.522  0.0000
H: 4.707 0.475 -2.106  0.0000
H: 3.054 -0.054 -1.728  0.0000
H: 3.349 1.618 -2.211  0.0000
H: 1.865 3.047 4.664  0.0000
H: 0.236 2.371 4.793  0.0000
H: 1.470 1.953 6.001  0.0000
H: 3.793 1.552 3.916  0.0000
H: 3.447 0.464 5.270  0.0000
H: 3.489 -0.165 3.613  0.0000
H: -0.153 -0.076 4.399  -0.0006
H: 1.170 -1.105 3.817  0.0000
H: 1.141 -0.561 5.504  0.0000
H: -1.316 3.647 -0.815  0.0000
H: -1.659 5.236 -0.107  0.0000
H: -0.079 4.910 -0.851  0.0000
H: -1.938 2.551 1.352  0.0020
H: -1.062 2.952 2.833  0.0006
H: -2.236 4.099 2.154  0.0004
H: 1.137 5.552 1.298  0.0000
H: -0.451 5.936 1.989  0.0000
H: 0.639 4.827 2.830  0.0000
C: -2.784 -0.114 2.604  0.5082
C: -3.508 0.929 3.197  0.0511
C: -3.059 1.538 4.394  0.1180
C: -3.755 2.585 4.958  -0.0110
C: -4.917 3.063 4.355  0.1425
C: -5.381 2.477 3.179  -0.0104
C: -4.694 1.427 2.607  0.1172
H: -3.135 -0.580 1.694  0.0327
H: -1.858 -0.471 3.037  0.0306
H: -2.148 1.175 4.854  0.0043
H: -3.391 3.044 5.868  -0.0039
H: -5.457 3.889 4.798  0.0091
H: -6.281 2.851 2.709  -0.0039
H: -5.049 0.979 1.686  0.0044

***

What is the calculated total energy in the third record?
-4978.32913 Eh

***

Which value of calculated total energy does entry 1 give?
-2396.89672 Eh